No. 1
# C28H53BF7IN3O3

A cluster of 3 separate species, C28H53BF7IN3O3 in total at a distorted geometry (wB97M-V/def2-TZVPD, OMol25).

⟨S²⟩   2.009
LUMO level (alpha / beta)   2.131 / 1.757 eV
E_tot   -2510.142147 hartree
2S+1   3
HOMO (alpha / beta)   -0.17574 / -0.17571 Eh
Gap between HOMO and LUMO (alpha / beta)   6.914 / 6.538 eV
Molar mass   750.45 g mol⁻¹
Net charge   -1
Largest force on an atom   4.01 eV/A

CARTESIAN COORDINATES (ANGSTROEM)
C (0.851321, 4.122195, -3.765542)
C (0.169884, 3.709823, -2.362944)
O (0.983657, 2.862957, -1.551826)
C (2.208313, 3.512541, -1.129845)
B (3.005847, 2.680562, 0.077098)
C (2.529268, 3.412019, 1.486736)
N (3.107370, 2.737489, 2.718049)
C (2.386866, 1.142995, 0.201224)
C (2.665085, 0.219950, -1.072290)
C (3.711937, -0.957608, -0.712174)
I (3.358432, -2.592917, -2.130222)
C (4.620971, 2.596024, -0.134805)
F (5.150320, 1.537416, 0.679906)
F (5.024340, 2.243309, -1.471539)
C (5.481724, 3.881276, 0.235378)
F (6.829878, 3.553696, -0.114819)
F (5.555912, 4.142249, 1.620508)
C (5.166104, 5.203409, -0.584655)
F (4.036338, 5.892119, -0.190762)
F (5.114490, 5.046016, -1.954741)
F (6.249087, 6.083548, -0.343278)
H (0.950469, 5.254428, -3.877972)
H (1.891919, 3.672243, -3.872555)
H (0.254891, 3.700424, -4.647008)
H (-0.743713, 3.081515, -2.653908)
H (-0.261649, 4.611343, -1.805910)
H (2.894099, 3.767150, -1.998727)
H (1.889311, 4.523603, -0.675730)
H (1.395858, 3.231476, 1.557846)
H (2.663429, 4.538999, 1.493134)
H (3.649790, 3.409182, 3.273032)
H (2.355225, 2.418811, 3.338305)
H (2.804037, 0.618554, 1.133075)
H (1.254969, 1.163478, 0.370738)
H (2.977461, 0.787344, -2.002720)
H (1.698101, -0.321613, -1.343948)
H (3.453985, -1.338356, 0.332342)
H (4.787915, -0.591848, -0.736059)
C (-2.773029, 0.469220, 2.823683)
C (-1.421443, 0.252427, 3.555679)
C (-1.463404, -1.047297, 4.389066)
C (-2.218902, -0.931029, 5.708354)
C (-1.746518, 0.282719, 6.502238)
C (-1.819828, 1.583877, 5.683771)
N (-1.117420, 1.465195, 4.373006)
O (0.206626, 1.482035, 4.615329)
C (-3.301710, 1.967311, 5.473247)
C (-1.261693, 2.746586, 6.536079)
C (-0.401062, 0.028768, 2.412356)
H (-3.009293, 1.531141, 2.719058)
H (-2.757737, 0.067934, 1.807791)
H (-3.608143, -0.020580, 3.330762)
H (-0.439820, -1.367061, 4.618095)
H (-1.906383, -1.853918, 3.796127)
H (-3.297465, -0.876702, 5.529771)
H (-2.056920, -1.836439, 6.302171)
H (-2.349306, 0.375310, 7.412540)
H (-0.718417, 0.105528, 6.838555)
H (-3.395010, 2.862391, 4.849251)
H (-3.783076, 2.186640, 6.430187)
H (-3.901105, 1.180182, 5.019252)
H (-0.241393, 2.562773, 6.878582)
H (-1.866748, 2.890861, 7.435568)
H (-1.272280, 3.685688, 5.977145)
H (-0.297367, 0.922737, 1.792188)
H (-0.723794, -0.789745, 1.762835)
H (0.587748, -0.250451, 2.781750)
C (-3.479548, -3.780129, -5.507971)
C (-1.966802, -3.739254, -5.161799)
C (-1.337507, -5.139330, -5.334579)
C (-1.625324, -6.109374, -4.194433)
C (-1.318771, -5.469565, -2.844400)
C (-2.046896, -4.127766, -2.652260)
N (-1.803645, -3.187047, -3.784689)
O (-0.544480, -2.725781, -3.668893)
C (-3.559768, -4.392088, -2.480911)
C (-1.628206, -3.518299, -1.294327)
C (-1.351000, -2.825319, -6.249955)
H (-4.050593, -3.070131, -4.904501)
H (-3.669927, -3.504954, -6.548163)
H (-3.913886, -4.773414, -5.372952)
H (-0.248832, -5.041784, -5.422200)
H (-1.677654, -5.585579, -6.274943)
H (-2.665581, -6.448136, -4.231550)
H (-1.011419, -7.007444, -4.316393)
H (-1.593785, -6.165685, -2.044499)
H (-0.235336, -5.326740, -2.759966)
H (-4.118787, -3.454423, -2.392963)
H (-3.749744, -4.970004, -1.572602)
H (-4.001965, -4.969415, -3.291286)
H (-0.547394, -3.387031, -1.209233)
H (-1.924387, -4.172886, -0.469856)
H (-2.105552, -2.548247, -1.133425)
H (-1.732053, -1.802861, -6.171731)
H (-1.598726, -3.197412, -7.248027)
H (-0.260774, -2.791803, -6.199314)

Cartesian forces (eV/Å) of the 3 atoms listed first:
0.118 0.053 -0.102
-0.762 -0.625 -1.230
0.015 1.033 -0.653

These are the Mulliken partial charges, in e, on atoms 1 to 8: number 1, C, carries -0.919; number 2, C, carries -0.355; number 3, O, carries -0.189; number 4, C, carries -0.942; number 5, B, carries 1.014; number 6, C, carries -0.709; number 7, N, carries -0.414; number 8, C, carries -0.303


No. 2
# C28H53N4O2SSbTl

A structure of composition C28H53N4O2SSbTl at a distorted geometry (wB97M-V/def2-TZVPD, OMol25).

LUMO level   -2.496 eV
E_tot   -2278.775128 hartree
HOMO   -0.37233 Eh
Gap between HOMO and LUMO   7.636 eV
Molar mass   835.97 g mol⁻¹
Net charge   +1
Largest force on an atom   2.59 eV/A

CARTESIAN COORDINATES (ANGSTROEM)
Tl (-1.667072, 0.299232, 1.029442)
N (0.136177, -1.150037, 1.697856)
C (1.156266, -0.821755, 2.710456)
C (0.534013, -0.424082, 4.098200)
C (0.597611, 1.024171, 4.470673)
C (-0.401360, 1.962316, 3.950067)
N (-0.471422, 1.925239, 2.462648)
H (-0.424567, -1.930109, 1.943250)
H (0.484723, -1.351724, 0.774735)
H (1.864926, -0.075647, 2.340904)
H (1.684794, -1.765958, 2.850021)
H (1.053982, -1.034030, 4.837180)
H (-0.488852, -0.771266, 4.149527)
H (1.569923, 1.446237, 4.284579)
H (0.476970, 1.076434, 5.587161)
H (-0.171951, 2.979618, 4.230742)
H (-1.389988, 1.550416, 4.251942)
H (0.472017, 1.766928, 2.082651)
H (-0.659283, 2.927448, 2.164933)
C (2.825563, 3.801773, 1.118465)
O (1.793005, 3.923380, 2.112157)
C (1.356203, 5.263801, 2.278115)
C (0.245333, 5.641991, 1.325058)
O (-0.930304, 4.958591, 1.646004)
C (-1.965807, 5.499717, 0.878662)
H (2.479309, 4.188122, 0.127556)
H (3.118820, 2.739274, 1.044620)
H (3.698733, 4.377589, 1.401440)
H (2.187813, 5.961293, 2.004528)
H (1.032301, 5.407363, 3.337285)
H (0.487339, 5.500631, 0.232864)
H (0.086479, 6.719953, 1.418272)
H (-2.045643, 6.555732, 1.119107)
H (-2.928426, 5.067129, 1.118747)
H (-1.753514, 5.355323, -0.151328)
S (-1.440595, 1.693900, -1.047972)
C (0.306707, 1.716672, -1.333070)
C (0.735732, 2.540679, -2.354740)
C (2.043449, 2.536834, -2.692731)
C (2.903123, 1.724364, -1.995502)
C (2.391879, 0.898912, -0.978634)
N (1.071762, 0.858387, -0.690517)
H (-0.011934, 3.136323, -2.834149)
H (2.359453, 3.189988, -3.439882)
H (3.969408, 1.708715, -2.288864)
H (3.026633, 0.212560, -0.432876)
C (-4.545162, -4.115196, 0.160002)
N (-3.205612, -3.624680, 0.059075)
C (-3.042782, -2.712563, -1.105692)
C (-2.605306, -3.151810, 1.284152)
C (-3.280781, -2.127873, 2.180843)
C (-4.290434, -2.615452, 2.978672)
C (-5.171427, -1.875902, 3.735792)
C (-5.112453, -0.507234, 3.649973)
C (-4.018467, 0.011438, 2.918296)
C (-3.191861, -0.731050, 2.128780)
H (-4.728300, -4.726755, -0.694607)
H (-5.279212, -3.299821, 0.274941)
H (-4.672930, -4.769662, 1.003022)
H (-3.278754, -3.180447, -2.031360)
H (-2.010814, -2.319162, -1.177477)
H (-3.687927, -1.820808, -1.043429)
H (-1.628171, -2.815992, 0.927032)
H (-2.386324, -4.037318, 1.907016)
H (-4.315321, -3.678700, 3.092218)
H (-5.932450, -2.348599, 4.313940)
H (-5.819327, 0.133463, 4.099761)
H (-3.923120, 1.082818, 2.817646)
C (3.622303, -0.483466, -5.548106)
C (3.682712, -1.965124, -5.066953)
Sb (2.695219, -2.361694, -3.177603)
C (2.850744, -4.529623, -3.297398)
C (4.308224, -5.005224, -3.053923)
C (0.651046, -2.277369, -4.108920)
C (-0.150432, -0.970520, -3.943142)
H (4.058550, -0.435567, -6.587015)
H (4.059588, 0.278560, -4.859155)
H (2.559871, -0.167820, -5.636675)
H (4.688880, -2.357656, -4.994807)
H (3.205959, -2.618805, -5.786392)
H (2.441731, -4.804648, -4.254479)
H (2.141708, -4.889691, -2.522192)
H (4.965671, -4.641307, -3.838523)
H (4.465988, -6.088678, -3.004738)
H (4.652191, -4.616159, -2.077747)
H (0.129129, -3.158545, -3.660626)
H (0.845888, -2.551010, -5.143797)
H (-0.372054, -0.703526, -2.916387)
H (-1.101718, -1.147578, -4.432280)
H (0.326014, -0.085678, -4.407319)

Cartesian forces (eV/Å) of the 3 atoms listed first:
0.335 0.997 -0.282
-0.416 1.461 -0.769
-0.427 -0.772 0.670

These are the Mulliken partial charges, in e, on atoms 1 to 8: number 1, Tl, carries 1.325; number 2, N, carries -0.522; number 3, C, carries -0.790; number 4, C, carries -0.530; number 5, C, carries -0.729; number 6, C, carries -0.528; number 7, N, carries 0.253; number 8, H, carries 0.204